# 1
ORCA calculation (ωB97M-V/def2-TZVPD) on a 3-piece molecular cluster, C22H41BN4O8 overall.

**HOMO-LUMO gap**: 4.12 eV
**Energy**: -46477.5268 eV
**E_HOMO**: -0.45498 hartree

ORCA input file:
```
! RIJCOSX wB97M-V def2-TZVPD def2/J DEFGRID3
* xyz 2 1
O -3.5171 0.3744 1.6606
B -3.0802 0.4460 0.3861
O -3.3231 1.4535 -0.4900
O -2.3287 -0.7327 -0.1121
N -0.9971 -0.5181 -0.2013
C -0.4771 -0.2979 -1.4193
C 0.8836 -0.1333 -1.5522
C 1.7185 -0.2114 -0.4307
C 3.1976 -0.0775 -0.5613
C 3.7770 0.5403 -1.6802
C 5.1445 0.6476 -1.7840
N 5.9153 0.1599 -0.7967
O 7.2765 0.1971 -0.9441
C 5.4216 -0.4486 0.2937
C 4.0575 -0.5760 0.4295
C 1.1172 -0.4493 0.8146
C -0.2471 -0.5996 0.9117
H -3.0076 0.9937 2.2126
H -2.5883 2.0337 -0.7176
H -1.1745 -0.2888 -2.2460
H 1.2806 -0.0041 -2.5513
H 3.1756 0.9489 -2.4809
H 5.6556 1.0936 -2.6265
H 7.5745 1.0833 -0.6708
H 6.1401 -0.8223 1.0125
H 3.6763 -1.0959 1.2979
H 1.6776 -0.5121 1.7377
H -0.7720 -0.8040 1.8372
C 1.2468 -7.5875 -5.2386
O 0.6872 -6.3165 -5.5244
C -0.7170 -6.2379 -5.3173
C -1.0122 -5.1964 -4.2624
N -0.5202 -5.6356 -2.9631
C -0.5751 -4.6340 -1.9179
C 0.3232 -3.4106 -2.0785
O 1.7106 -3.6659 -1.9998
C 2.3393 -4.0091 -3.2313
H 2.3061 -7.5333 -5.4807
H 1.1332 -7.8570 -4.1827
H 0.7886 -8.3693 -5.8495
H -1.1203 -7.2095 -5.0218
H -1.1922 -5.9426 -6.2562
H -2.0912 -5.0317 -4.1993
H -0.5451 -4.2572 -4.5980
H 0.4330 -5.9598 -3.0707
H -0.3084 -5.1167 -0.9740
H -1.6096 -4.2872 -1.8170
H 0.1150 -2.7434 -1.2321
H 0.0989 -2.8587 -3.0034
H 1.8662 -3.4982 -4.0742
H 2.3163 -5.0829 -3.4189
H 3.3816 -3.6989 -3.1627
C -1.2597 7.8462 3.5120
O -1.4229 7.0195 4.6482
C -2.7536 6.9930 5.1581
C -3.2928 5.5835 5.0978
N -3.4636 5.1660 3.7108
C -3.8003 3.7649 3.5338
C -2.7516 2.7413 3.9469
O -1.5812 2.7386 3.1238
C -0.5433 3.6121 3.5515
H -0.2036 7.8253 3.2479
H -1.8511 7.4933 2.6588
H -1.5434 8.8801 3.7256
H -3.3930 7.6746 4.5918
H -2.7342 7.3271 6.1979
H -4.2579 5.5387 5.6081
H -2.5907 4.9411 5.6494
H -2.6096 5.3755 3.2086
H -4.0282 3.6100 2.4743
H -4.7182 3.5472 4.0869
H -3.1884 1.7443 3.8271
H -2.4840 2.8212 5.0039
H -0.5212 3.6945 4.6394
H -0.6436 4.6128 3.1276
H 0.4047 3.1886 3.2148
*
```

***

# 2
ORCA calculation (ωB97M-V/def2-TZVPD) on C30H19CoF2N5O6S as an isolated structure at a distorted geometry.

**Energy relative to the best compared isomer or geometry (same formula, charge and spin)**: 29.60 kcal per mole
**HOMO-LUMO gap (spin up / spin down)**: 5.52 / 7.10 eV
**Expectation value of S²**: 6.019
**Energy**: -105049.3336 eV
**E_HOMO (spin up / spin down)**: -0.12514 / -0.18404 hartree

ORCA input file:
```
! RIJCOSX wB97M-V def2-TZVPD def2/J DEFGRID3
* xyz -1 5
Co 9.1138 7.9324 16.8707
O 10.6971 7.8500 20.8730
S 10.0026 8.7389 19.9524
O 9.2232 9.8141 20.5542
N 9.0642 7.8834 18.8843
C 7.9420 7.2490 19.3814
C 7.6423 7.1153 20.7609
C 6.2813 6.7273 21.0057
C 5.4148 6.4132 19.9719
C 5.7832 6.1537 18.6610
C 5.0730 5.6009 17.6279
C 5.7066 5.4814 16.3367
C 6.8611 6.1098 16.1300
N 7.5214 6.7991 17.0505
C 7.0729 6.6927 18.3491
C 11.2251 9.5303 18.9682
C 11.7246 8.9712 17.8196
C 12.3296 9.8173 16.8866
C 12.6911 11.0821 17.3160
C 12.4145 11.6057 18.5906
C 11.5445 10.8169 19.3304
H 8.2651 7.4665 21.5761
H 5.8830 6.9142 22.0311
H 4.3429 6.2120 20.2645
H 4.0841 5.2395 17.8200
H 5.2171 5.0227 15.5061
H 7.3715 6.1580 15.1772
H 11.5664 7.9498 17.5830
H 12.5430 9.4636 15.8738
H 13.1927 11.7507 16.6765
H 12.7201 12.6123 18.9145
H 11.0303 11.2250 20.2593
F 6.5993 15.1666 19.5990
C 6.4200 13.8366 19.4650
C 6.7883 13.2126 18.3099
N 6.3800 11.9546 17.9646
C 6.4176 11.4838 16.5913
C 7.4381 10.3783 16.4445
O 6.9966 9.4450 15.5820
O 8.5073 10.2500 17.0785
C 5.8350 11.1406 18.9741
O 5.5892 9.9338 18.8174
N 5.5407 11.7863 20.1683
C 5.6188 13.1302 20.5031
O 5.0665 13.5912 21.5214
H 7.1784 13.7855 17.4690
H 6.6576 12.3157 15.8872
H 5.3786 11.1177 16.3603
H 5.1976 11.1952 20.9102
F 10.0018 6.9501 15.6702
N 12.4150 11.0698 8.6277
C 11.8260 10.6577 9.5405
C 11.0690 10.1845 10.6885
C 9.6745 10.5190 10.6734
C 8.8233 9.9598 11.6023
C 9.3792 9.2388 12.7076
C 10.7256 8.9405 12.7260
C 11.5640 9.3531 11.6946
C 8.5995 8.9890 13.8567
C 8.1901 8.7576 15.0282
H 9.2734 11.2618 10.0026
H 7.7606 10.1141 11.6647
H 11.0743 8.3466 13.5482
H 12.6509 9.0820 11.7807
*
```

***

# 3
ORCA calculation (ωB97M-V/def2-TZVPD) on C18H26LuN2O3P2S2Si as an isolated structure at a distorted geometry.

**Energy relative to the best compared isomer or geometry (same formula, charge and spin)**: 31.06 kcal per mole
**HOMO-LUMO gap**: 7.16 eV
**Energy**: -109965.7841 eV
**E_HOMO**: -0.17908 hartree

ORCA input file:
```
! RIJCOSX wB97M-V def2-TZVPD def2/J DEFGRID3
* xyz -1 1
Lu -1.2459 0.3553 0.2075
S -0.4886 2.0293 2.1251
C -1.3028 0.9393 3.2011
S -1.9339 -0.5570 2.5714
C -1.4062 1.2324 4.5514
C -0.8052 2.3923 5.1102
N -0.3039 3.3031 5.6106
C -2.0903 0.3954 5.4709
N -2.6389 -0.2505 6.2540
C 0.1554 -2.4440 -3.0182
P 0.4095 -2.3423 -1.1884
C 0.5807 -4.1756 -0.9235
C 2.1975 -1.9475 -1.0633
C 3.1530 -2.3397 -1.9952
C 4.4979 -2.0879 -1.7766
C 4.8972 -1.4414 -0.6169
C 3.9541 -1.0462 0.3191
C 2.5977 -1.2914 0.1123
P 1.2736 -0.7315 1.2655
C 0.9018 -2.3088 2.1497
C 2.2541 0.0833 2.5828
H 0.4141 -1.4946 -3.4834
H -0.9028 -2.6433 -3.1936
H 0.7392 -3.2499 -3.4605
H 1.3354 -4.5951 -1.5899
H -0.3842 -4.6473 -1.1198
H 0.8698 -4.3879 0.1049
H 2.8497 -2.8472 -2.9033
H 5.2354 -2.4071 -2.5030
H 5.9459 -1.2369 -0.4392
H 4.2830 -0.5417 1.2176
H 1.8018 -2.9164 2.2604
H 0.1300 -2.8599 1.6165
H 0.4983 -2.0429 3.1249
H 2.9434 -0.6221 3.0502
H 1.5646 0.4650 3.3343
H 2.7929 0.9372 2.1726
O -2.2486 -1.0599 -1.1629
C -1.7269 -0.3139 -2.0181
O -0.6462 0.3186 -1.8205
H -2.2092 -0.2253 -3.0035
C -4.2846 4.0431 -0.8917
Si -2.7493 2.9771 -1.1930
C -2.6538 2.7215 -3.0814
C -1.1840 3.9687 -0.7528
O -2.7954 1.6185 -0.3521
H -4.2114 5.0034 -1.4086
H -4.4148 4.2356 0.1751
H -5.1799 3.5312 -1.2526
H -2.6796 3.6798 -3.6059
H -3.4964 2.1223 -3.4396
H -1.7292 2.2124 -3.3624
H -1.0210 4.8127 -1.4280
H -0.3013 3.3222 -0.8066
H -1.2417 4.3553 0.2665
*
```

***

# 4
ORCA calculation (ωB97M-V/def2-TZVPD) on one molecule with the formula C16H18N2O6S at a distorted geometry.

**Energy relative to the best compared isomer or geometry (same formula, charge and spin)**: 54.31 kcal per mole
**HOMO-LUMO gap**: 8.34 eV
**Structure (SMILES)**: COc1ccc(NC(=O)c2ccc(S(=O)(=O)N3CCOCC3)o2)cc1
**Energy**: -42982.9500 eV
**E_HOMO**: -0.30050 hartree

ORCA input file:
```
! RIJCOSX wB97M-V def2-TZVPD def2/J DEFGRID3
* xyz 0 1
C 5.9477 2.5610 -4.8809
O 5.3545 2.8321 -3.6344
C 4.2621 2.1125 -3.2617
C 3.6681 1.1098 -4.0211
C 2.5573 0.4437 -3.5359
C 2.0169 0.7580 -2.2942
N 0.8932 0.0364 -1.8671
C 0.1815 0.1774 -0.7156
O 0.4019 0.9853 0.1610
C -0.9360 -0.7960 -0.6095
C -1.2484 -1.9637 -1.2662
C -2.4119 -2.4683 -0.6464
C -2.7267 -1.5742 0.3364
S -4.0554 -1.5247 1.5461
O -4.9743 -0.5024 1.1577
O -4.5191 -2.8709 1.6815
N -3.3485 -1.0752 2.9599
C -2.9618 0.3088 3.1275
C -2.8233 0.5702 4.6298
O -1.8984 -0.3190 5.2147
C -2.2861 -1.6599 5.0338
C -2.4073 -2.0002 3.5448
O -1.8419 -0.5726 0.3668
C 2.6108 1.7632 -1.5331
C 3.7167 2.4269 -2.0152
H 6.7901 3.2460 -4.9612
H 6.3140 1.5307 -4.9369
H 5.2526 2.7458 -5.7064
H 4.0568 0.8366 -4.9891
H 2.1054 -0.3334 -4.1370
H 0.5725 -0.6612 -2.5228
H -0.7196 -2.4265 -2.0751
H -2.9492 -3.3629 -0.8807
H -3.7451 0.9238 2.6868
H -2.0040 0.5143 2.6302
H -2.4370 1.5736 4.8126
H -3.8060 0.4561 5.1100
H -1.5148 -2.2678 5.5090
H -3.2548 -1.8414 5.5216
H -2.7987 -3.0065 3.3979
H -1.4188 -1.9090 3.0693
H 2.2004 2.0174 -0.5710
H 4.1847 3.2062 -1.4357
*
```

***

# 5
ORCA calculation (ωB97M-V/def2-TZVPD) on C4H8NO2 as an isolated structure at a distorted geometry.

**Energy relative to the best compared isomer or geometry (same formula, charge and spin)**: 151.85 kcal per mole
**HOMO-LUMO gap**: 5.68 eV
**Energy**: -9858.2019 eV
**E_HOMO**: -0.07494 hartree

ORCA input file:
```
! RIJCOSX wB97M-V def2-TZVPD def2/J DEFGRID3
* xyz -1 1
C -0.6439 -1.6088 0.3756
C -1.4131 -0.2115 0.1035
N -0.9665 0.7005 -0.8914
C 0.2407 1.4300 -0.5259
C 1.6674 0.8347 -0.0854
O 2.6943 1.1647 -0.8091
O 1.6980 -0.0481 0.9544
H 0.0240 -1.7816 -0.4919
H -1.3473 -2.4605 0.4051
H 0.0151 -1.5929 1.2551
H -1.4844 0.2000 1.1430
H -2.4492 -0.5072 -0.2213
H 1.4674 -0.2816 -0.2417
H -0.0158 2.0357 0.3817
H 0.5134 2.1265 -1.3517
*
```